{"formula": "C27H38AlN2O5S2Si", "method": "the ωB97M-V functional and the def2-TZVPD basis", "elements": ["Al", "O", "S", "O", "N", "C", "C", "C", "C", "C", "C", "C", "C", "N", "C", "C", "C", "C", "C", "C", "C", "H", "H", "H", "H", "H", "H", "H", "H", "H", "H", "H", "C", "C", "C", "C", "O", "Si", "S", "O", "C", "C", "C", "C", "O", "C", "C", "C", "C", "H", "H", "H", "H", "H", "H", "H", "H", "H", "H", "H", "H", "H", "H", "H", "H", "H", "H", "H", "H", "H", "H", "H", "H", "H", "H", "H"], "coordinates": [[-0.74, -0.65, 0.00], [-4.07, -1.99, -1.08], [-2.64, -2.00, -1.17], [-1.95, -0.71, -1.53], [-1.84, -2.15, 0.19], [-1.82, -3.02, 1.28], [-2.47, -4.19, 1.49], [-2.26, -4.89, 2.71], [-1.41, -4.42, 3.67], [-0.72, -3.19, 3.46], [0.17, -2.61, 4.39], [0.79, -1.43, 4.09], [0.51, -0.80, 2.86], [-0.32, -1.31, 1.98], [-0.93, -2.50, 2.27], [-2.17, -3.21, -2.32], [-3.09, -4.21, -2.61], [-2.72, -5.22, -3.48], [-1.45, -5.22, -4.05], [-0.54, -4.21, -3.75], [-0.89, -3.19, -2.88], [-3.16, -4.59, 0.75], [-2.78, -5.83, 2.87], [-1.26, -4.97, 4.59], [0.36, -3.12, 5.32], [1.48, -0.97, 4.78], [0.99, 0.13, 2.59], [-4.08, -4.18, -2.18], [-3.42, -6.01, -3.73], [-1.16, -6.01, -4.73], [0.44, -4.21, -4.20], [-0.20, -2.39, -2.65], [-1.38, 1.96, 2.47], [-1.48, 2.15, 0.97], [-1.04, 3.54, 0.55], [-2.85, 1.80, 0.43], [-0.54, 1.14, 0.35], [1.11, 1.32, -0.21], [1.33, -0.67, -0.81], [1.25, 2.46, -1.32], [1.09, 2.58, -2.76], [1.03, 4.07, -3.03], [2.30, 1.95, -3.43], [-0.20, 1.89, -3.19], [1.85, 1.80, 1.15], [3.23, 2.22, 1.37], [3.25, 3.74, 1.29], [4.13, 1.60, 0.32], [3.59, 1.73, 2.77], [-2.06, 2.66, 2.96], [-0.37, 2.16, 2.81], [-1.67, 0.95, 2.76], [-1.71, 4.26, 1.03], [-1.11, 3.67, -0.53], [-0.02, 3.75, 0.87], [-3.59, 2.49, 0.85], [-3.16, 0.79, 0.73], [-2.88, 1.87, -0.65], [1.96, 4.56, -2.72], [0.20, 4.53, -2.50], [0.89, 4.25, -4.10], [3.22, 2.41, -3.05], [2.26, 2.11, -4.50], [2.34, 0.88, -3.24], [-1.07, 2.41, -2.79], [-0.22, 0.85, -2.86], [-0.27, 1.89, -4.28], [2.90, 4.07, 0.31], [4.26, 4.12, 1.44], [2.60, 4.17, 2.06], [3.86, 1.94, -0.68], [4.08, 0.51, 0.35], [5.16, 1.89, 0.50], [2.89, 2.13, 3.50], [4.59, 2.06, 3.04], [3.57, 0.64, 2.81]], "homo_lumo_gap_ev": 8.21, "total_charge": 1, "fmax_ev_per_a": 0.776, "total_energy_ev": -77983.8989, "homo_ev": -11.3}